{"formula": "C29H52N5NiP2Si", "method": "ωB97M-V/def2-TZVPD", "lumo_energy_ha": [-0.099, -0.099], "charge": 1, "orbital_gap_ev": [7.9, 8.3], "e_above_lowest_kcal_mol": 0.0, "multiplicity": 3, "homo_ha": [-0.3893, -0.4025], "symbols": ["Ni", "C", "C", "N", "C", "C", "N", "C", "C", "N", "H", "H", "H", "H", "H", "H", "H", "H", "H", "H", "H", "H", "H", "H", "H", "C", "P", "C", "N", "C", "C", "C", "C", "C", "C", "N", "C", "P", "C", "C", "C", "C", "C", "C", "C", "C", "C", "H", "H", "H", "H", "H", "H", "H", "H", "H", "H", "H", "H", "H", "H", "H", "H", "H", "H", "H", "H", "H", "H", "H", "H", "H", "H", "H", "H", "C", "Si", "C", "C", "C", "C", "H", "H", "H", "H", "H", "H", "H", "H", "H"], "xyz": [[1.522389, -0.377206, -0.374677], [3.568683, 0.426851, -2.623494], [3.387625, 1.523237, -1.579901], [3.248529, 0.940419, -0.236658], [4.458248, 0.343808, 0.338071], [4.519122, -1.195753, 0.182338], [3.190293, -1.822071, 0.016482], [3.129006, -2.780747, -1.098590], [3.278250, -2.039683, -2.430321], [2.643388, -0.706812, -2.383691], [4.594045, 0.056065, -2.588806], [3.415978, 0.855744, -3.612676], [2.468343, 2.069159, -1.781896], [4.229680, 2.219706, -1.632899], [2.922594, 1.674165, 0.375568], [4.479250, 0.592359, 1.397249], [5.352066, 0.780975, -0.111138], [5.023722, -1.613314, 1.052798], [5.135042, -1.452521, -0.679786], [2.930815, -2.298940, 0.868953], [2.158324, -3.271781, -1.054374], [3.898357, -3.554679, -1.026300], [2.857987, -2.651028, -3.226087], [4.334932, -1.924754, -2.665680], [1.894507, -0.666084, -3.058418], [1.128792, -1.713848, 2.939890], [0.772290, -0.255340, 1.876061], [-1.051562, -0.455071, 1.641356], [-1.853992, -0.050570, 2.588951], [-3.194385, -0.136719, 2.388062], [-4.088312, 0.329507, 3.380137], [-5.432570, 0.259378, 3.157382], [-5.939243, -0.276742, 1.947995], [-5.095504, -0.741588, 0.981941], [-3.698447, -0.681312, 1.190626], [-2.850759, -1.167931, 0.246838], [-1.567137, -1.052783, 0.439955], [-0.370151, -1.815454, -0.751146], [-0.508279, -3.532254, -0.094499], [-1.127681, -1.997493, -2.468668], [-1.102759, -0.643047, -3.186456], [-2.554002, -2.548918, -2.524144], [-0.194327, -2.981921, -3.192879], [1.001356, 1.178637, 3.070173], [0.583736, 0.819723, 4.504194], [0.216372, 2.403503, 2.579467], [2.501399, 1.508722, 3.083399], [0.401101, -1.798720, 3.744722], [2.130236, -1.626263, 3.368249], [1.090543, -2.620995, 2.335292], [-3.680032, 0.740568, 4.295490], [-6.124841, 0.616251, 3.909788], [-7.009914, -0.319049, 1.795370], [-5.463084, -1.159610, 0.052519], [-1.537455, -3.878467, -0.194798], [-0.250196, -3.534535, 0.964348], [0.155695, -4.220694, -0.616056], [-1.808622, 0.055530, -2.738189], [-1.374213, -0.793752, -4.236457], [-0.125606, -0.160145, -3.144348], [-3.254679, -1.925348, -1.982725], [-2.619930, -3.566744, -2.130660], [-2.854323, -2.582226, -3.577781], [0.859503, -2.702135, -3.089311], [-0.436684, -2.983387, -4.259503], [-0.314962, -4.003487, -2.826281], [-0.431892, 0.438367, 4.547854], [0.631481, 1.732679, 5.106112], [1.265283, 0.095151, 4.955676], [-0.851068, 2.285118, 2.770495], [0.350595, 2.573370, 1.511870], [0.565096, 3.286882, 3.123093], [3.127666, 0.611556, 3.151344], [2.723141, 2.123648, 3.958992], [2.797725, 2.083030, 2.200898], [-2.748440, 2.912556, -2.920923], [-1.967641, 3.163842, -1.244721], [-1.243469, 4.872730, -1.082252], [-3.254219, 2.881377, 0.081592], [-0.622976, 1.935728, -1.006523], [0.279333, 1.130944, -0.812488], [-3.429755, 3.740320, -3.145023], [-3.330957, 1.987038, -2.949768], [-1.998255, 2.870130, -3.715840], [-2.008058, 5.636174, -1.257609], [-0.435254, 5.031641, -1.801777], [-0.839271, 5.024405, -0.077089], [-3.971028, 3.709360, 0.109593], [-2.792604, 2.801783, 1.071648], [-3.813938, 1.959768, -0.109500]], "atomic_forces_ev_per_a": [[0.95, 0.16, -0.25], [-0.07, 0.00, 0.27], [-0.03, -0.19, -0.06], [-0.04, 0.16, -0.12], [-0.13, -0.21, 0.00], [-0.12, 0.19, -0.15], [-0.12, -0.13, 0.02], [0.00, 0.15, -0.01], [0.04, 0.11, 0.16], [-0.04, 0.02, -0.09], [0.00, -0.05, -0.02], [0.04, -0.01, -0.08], [-0.04, 0.04, 0.04], [0.04, 0.02, -0.01], [-0.07, 0.06, 0.01], [-0.02, 0.01, -0.02], [0.10, 0.02, 0.03], [0.07, -0.04, 0.01], [-0.04, -0.01, 0.00], [0.04, -0.07, 0.06], [-0.03, -0.01, 0.04], [0.04, -0.04, 0.01], [0.02, -0.03, -0.05], [0.04, 0.02, -0.06], [-0.08, 0.01, -0.10], [0.04, 0.06, -0.11], [-0.40, -0.10, 0.39], [-0.06, 0.05, 0.03], [0.13, 0.05, -0.01], [0.00, -0.02, -0.03], [0.03, 0.01, 0.00], [-0.02, 0.01, 0.01], [-0.01, 0.01, 0.02], [0.02, -0.02, -0.05], [0.04, -0.01, 0.04], [0.05, -0.03, -0.14], [0.00, 0.06, -0.02], [-0.50, -0.22, 0.14], [0.01, 0.07, -0.06], [0.10, 0.20, 0.07], [0.03, -0.07, 0.00], [0.06, -0.17, -0.02], [0.04, 0.05, -0.02], [-0.08, -0.02, -0.04], [0.07, 0.08, -0.06], [-0.02, -0.07, 0.09], [0.02, -0.05, -0.05], [0.03, -0.02, 0.03], [-0.04, -0.02, 0.00], [0.02, 0.00, 0.04], [0.00, -0.02, -0.05], [0.02, -0.01, -0.03], [0.02, 0.01, 0.01], [0.03, 0.01, 0.04], [0.03, -0.04, 0.02], [-0.01, -0.02, -0.02], [-0.01, 0.00, 0.02], [0.03, -0.02, -0.01], [-0.02, -0.01, 0.08], [-0.04, 0.01, 0.00], [-0.03, 0.06, 0.01], [-0.01, 0.07, -0.01], [0.03, -0.05, 0.09], [-0.16, -0.04, -0.05], [0.01, 0.00, 0.07], [0.02, 0.06, -0.02], [-0.04, -0.01, 0.00], [0.02, -0.05, -0.02], [-0.05, 0.03, -0.01], [0.06, 0.00, -0.01], [0.04, 0.02, -0.06], [-0.02, -0.05, 0.00], [-0.05, 0.08, 0.04], [-0.01, 0.01, -0.05], [-0.02, -0.04, 0.13], [-0.05, 0.07, -0.13], [0.02, -0.11, 0.08], [0.03, 0.14, -0.03], [-0.10, 0.01, 0.11], [0.23, -0.04, 0.06], [-0.15, -0.01, -0.14], [0.04, -0.09, -0.01], [0.05, 0.05, -0.01], [-0.06, 0.01, 0.05], [0.07, -0.04, 0.02], [-0.05, 0.00, 0.06], [-0.01, 0.00, -0.07], [0.04, -0.09, 0.00], [-0.04, 0.01, -0.08], [0.05, 0.06, 0.04]], "mulliken_charge": [1.46, -0.73, -1.08, -0.16, -0.81, -0.92, -0.22, -0.08, -1.15, -0.40, 0.35, 0.47, 0.34, 0.57, 0.02, 0.28, 0.49, 0.61, 0.28, 0.30, -0.33, 0.58, 0.62, 0.48, 0.23, -1.59, 1.34, -0.72, 0.03, 0.15, -0.46, -0.60, -0.60, -0.30, -0.26, -0.09, -0.23, 1.10, -1.70, 2.16, -1.80, -1.87, -1.78, 2.03, -1.89, -2.07, -1.53, 0.45, 0.39, 0.35, 0.46, 0.42, 0.43, 0.48, 0.47, 0.31, 0.42, 0.17, 0.64, 0.06, 0.31, 0.36, 0.52, 0.23, 0.54, 0.35, 0.18, 0.59, 0.39, 0.27, 0.23, 0.56, 0.26, 0.61, 0.20, -1.08, -0.26, -1.04, -0.60, -0.50, 0.67, 0.37, 0.32, 0.34, 0.33, 0.33, 0.31, 0.48, 0.10, 0.11]}

{"formula": "C4H5NO2S", "method": "ωB97M-V/def2-TZVPD", "lumo_energy_ha": 0.028, "smiles": "O/N=C1/COC=CS1", "charge": 0, "orbital_gap_ev": 9.2, "e_above_lowest_kcal_mol": 128.7, "homo_ha": -0.3093, "symbols": ["C", "C", "C", "C", "H", "H", "H", "H", "H", "N", "O", "O", "S"], "xyz": [[-0.545319, 0.375103, 0.365643], [0.577586, 1.412596, 0.476010], [2.099786, -0.152967, -0.374814], [1.384733, -1.227901, -0.067486], [-3.431117, 0.780737, -0.496113], [1.179705, 1.442039, 1.415872], [0.486155, 2.582189, 0.464670], [3.227248, -0.335902, -0.557241], [1.898786, -2.050115, 0.324286], [-1.607397, 0.850342, 0.099072], [-2.629248, 0.035811, -0.517633], [1.716078, 1.162141, -0.443401], [-0.369022, -1.274746, 0.215449]], "atomic_forces_ev_per_a": [[4.07, 0.42, 0.04], [3.47, 1.93, 1.76], [2.37, 0.23, -0.32], [-1.09, 0.86, 0.56], [3.12, -3.12, -0.20], [-1.05, -1.06, 0.15], [-1.32, -2.43, -0.96], [-1.92, 0.73, 0.35], [0.73, -1.40, -0.25], [-7.08, 4.16, -2.27], [-1.90, 3.24, 1.54], [-1.34, -1.27, -0.28], [1.96, -2.29, -0.11]], "nbo_charge": [-0.05, -0.12, 0.14, -0.49, 0.49, 0.20, 0.25, 0.20, 0.23, -0.14, -0.57, -0.50, 0.36]}